{"formula": "C4H6ClF", "method": "wB97M-V/def2-TZVPD", "total_energy_ha": -716.0356, "de_lowest_ev": 0.420, "lumo_energy_ev": 1.0, "homo_lumo_gap_ev": 11.27, "e_homo_ev": -10.290, "total_charge": 0, "symbols": ["C", "C", "C", "C", "H", "H", "H", "H", "H", "H", "F", "Cl"], "xyz": [[-1.4204, 0.3896, 0.5839], [-0.0469, 0.7295, -0.0042], [0.6076, -0.3565, -0.7214], [1.6340, -1.0077, -0.1534], [-1.8601, 1.3210, 0.8785], [-1.2398, -0.2575, 1.4266], [0.5174, 0.9226, 0.9687], [0.2787, -0.5219, -1.7477], [2.1351, -1.7948, -0.7026], [2.0211, -0.7148, 0.8008], [-0.2116, 1.8302, -0.8068], [-2.4151, -0.5398, -0.5224]], "forces_ev_per_angstrom": [[1.2, -0.5, -0.3], [-0.9, 0.0, 2.4], [1.6, -0.7, -0.1], [-0.8, 0.2, -1.5], [-0.6, 0.3, 0.1], [-0.1, -0.1, 0.4], [-0.1, 0.6, -1.4], [0.0, -0.3, 0.3], [0.0, -0.1, 0.2], [0.1, 0.0, 0.4], [0.4, 0.5, -0.1], [-0.7, 0.0, -0.4]], "mulliken_charge": [-0.49, 0.16, -0.05, -0.78, 0.35, 0.29, 0.19, 0.33, 0.26, 0.24, -0.32, -0.19]}


{"formula": "C3H9N3O2", "method": "wB97M-V/def2-TZVPD", "total_energy_ha": -434.4603, "de_lowest_ev": 1.792, "lumo_energy_ev": 0.9, "homo_lumo_gap_ev": 10.25, "e_homo_ev": -9.383, "total_charge": 0, "symbols": ["C", "N", "O", "H", "H", "H", "H", "H", "C", "N", "C", "N", "O", "H", "H", "H", "H"], "xyz": [[1.4165, -0.6569, 0.9215], [0.8594, -0.2200, -0.3352], [-0.7298, -2.3774, -1.0031], [-1.1165, -2.3609, -1.8809], [0.6275, -0.9296, -1.0211], [1.5881, -1.7251, 0.8596], [0.7393, -0.4532, 1.7530], [2.3682, -0.1604, 1.1272], [0.2881, 0.9957, -0.5416], [0.6330, 1.9859, 0.3706], [-2.2041, 0.6160, 0.2294], [-2.1951, -0.5185, 0.4085], [-0.3152, 1.2607, -1.5751], [1.3896, 1.8327, 1.0175], [0.4373, 2.9213, 0.0462], [-1.3761, -1.8501, -0.4218], [-2.4102, 1.6397, 0.0454]], "forces_ev_per_angstrom": [[0.0, 0.2, 0.0], [-0.2, 0.4, 0.0], [-1.0, 0.5, 0.9], [-0.1, 0.0, -0.1], [-0.3, 0.1, 0.3], [0.0, -0.1, 0.1], [-0.1, -0.1, 0.1], [0.1, -0.1, 0.0], [2.3, 0.2, -0.9], [-0.8, -0.3, 0.0], [-1.0, -1.0, 0.2], [0.0, 0.8, 0.2], [-0.7, 0.1, 0.3], [-0.1, 0.2, -0.1], [0.2, -0.2, 0.1], [1.2, -1.0, -1.1], [0.3, 0.3, 0.0]], "mulliken_charge": [-1.08, -0.13, -0.72, 0.32, 0.37, 0.35, 0.34, 0.33, 0.41, -0.36, 0.23, -0.57, -0.67, 0.17, 0.27, 0.42, 0.33]}


{"formula": "C2H8NO", "method": "wB97M-V/def2-TZVPD", "total_energy_ha": -210.9526, "de_lowest_ev": 0.862, "lumo_energy_ev": 4.2, "homo_lumo_gap_ev": 6.41, "e_homo_ev": -2.238, "total_charge": -1, "symbols": ["O", "H", "C", "C", "N", "H", "H", "H", "H", "H", "H", "H"], "xyz": [[0.0162, -0.0619, 3.1765], [0.6864, -0.3873, 3.7911], [-0.1045, 1.1798, -1.1472], [-0.2971, -0.3300, -0.9405], [0.4015, -0.8368, 0.2232], [0.7095, 1.4006, -1.8213], [0.0984, 1.6252, -0.1795], [-1.0033, 1.5672, -1.6496], [0.2599, -0.7890, -1.8179], [-1.2699, -0.8447, -1.0171], [0.5511, -1.8412, 0.2453], [-0.0482, -0.6819, 1.1370]], "forces_ev_per_angstrom": [[-0.1, -0.1, -0.1], [-0.1, 0.0, -0.1], [-1.4, -0.6, 0.1], [1.8, -2.2, -1.3], [0.4, -0.1, 0.9], [0.5, -0.2, 0.0], [-0.3, 0.4, 0.0], [0.1, 0.3, 0.5], [-0.6, 0.2, 0.6], [-0.5, 1.3, -0.1], [-0.1, 0.1, -0.6], [0.3, 0.8, 0.2]], "mulliken_charge": [-1.13, 0.13, -0.86, -0.29, -0.57, 0.26, 0.30, 0.24, 0.19, 0.32, 0.18, 0.24]}


Please write out number 3 again, unchanged.
{"formula": "C2H8NO", "method": "wB97M-V/def2-TZVPD", "total_energy_ha": -210.9526, "de_lowest_ev": 0.862, "lumo_energy_ev": 4.2, "homo_lumo_gap_ev": 6.41, "e_homo_ev": -2.238, "total_charge": -1, "symbols": ["O", "H", "C", "C", "N", "H", "H", "H", "H", "H", "H", "H"], "xyz": [[0.0162, -0.0619, 3.1765], [0.6864, -0.3873, 3.7911], [-0.1045, 1.1798, -1.1472], [-0.2971, -0.3300, -0.9405], [0.4015, -0.8368, 0.2232], [0.7095, 1.4006, -1.8213], [0.0984, 1.6252, -0.1795], [-1.0033, 1.5672, -1.6496], [0.2599, -0.7890, -1.8179], [-1.2699, -0.8447, -1.0171], [0.5511, -1.8412, 0.2453], [-0.0482, -0.6819, 1.1370]], "forces_ev_per_angstrom": [[-0.1, -0.1, -0.1], [-0.1, 0.0, -0.1], [-1.4, -0.6, 0.1], [1.8, -2.2, -1.3], [0.4, -0.1, 0.9], [0.5, -0.2, 0.0], [-0.3, 0.4, 0.0], [0.1, 0.3, 0.5], [-0.6, 0.2, 0.6], [-0.5, 1.3, -0.1], [-0.1, 0.1, -0.6], [0.3, 0.8, 0.2]], "mulliken_charge": [-1.13, 0.13, -0.86, -0.29, -0.57, 0.26, 0.30, 0.24, 0.19, 0.32, 0.18, 0.24]}